No. 1
Density functional theory data (ωB97M-V/def2-TZVPD) for a molecular structure, C23H23FeNO2 at a distorted geometry.

## Properties
<S²>	6.1447
HOMO level (alpha / beta)	0.0987 / -0.1344	hartree

Structure (ORCA input):
```
! wB97M-V def2-TZVPD RIJCOSX def2/J DEFGRID3
* xyz -2 5
C -3.994 3.145 -0.775
C -2.548 3.567 -0.600
O -1.645 2.634 -1.142
C -0.375 3.155 -1.110
C 0.684 2.238 -1.413
C 2.045 2.538 -1.334
C 2.508 3.858 -1.127
C 3.839 4.140 -1.048
C 4.789 3.120 -1.147
C 6.143 3.418 -1.066
N 7.279 3.671 -1.003
C 4.352 1.805 -1.338
C 3.018 1.518 -1.442
O -0.150 4.319 -0.799
H -4.679 3.742 -0.169
H -4.304 3.233 -1.818
H -4.119 2.100 -0.488
H -2.338 4.538 -1.072
H -2.287 3.666 0.463
H 0.389 1.234 -1.647
H 1.779 4.644 -1.051
H 4.179 5.155 -0.918
H 5.085 1.019 -1.397
H 2.694 0.503 -1.592
C 1.020 -0.582 2.327
C 0.234 -0.753 1.091
C -0.998 -1.340 1.071
C -1.872 -1.567 -0.149
C -3.024 -2.240 0.250
C -2.961 -2.482 1.727
C -1.772 -1.956 2.228
Fe -1.342 -3.371 0.771
C 0.398 -4.468 1.114
C 0.287 -4.126 -0.294
C -0.945 -4.700 -0.799
C -1.596 -5.397 0.293
C -0.768 -5.256 1.476
H 2.081 -0.414 2.121
H 0.652 0.262 2.916
H 0.945 -1.481 2.941
H 0.632 -0.371 0.166
H -1.639 -1.257 -1.168
H -3.833 -2.563 -0.407
H -3.736 -2.974 2.320
H -1.470 -1.968 3.277
H 1.204 -4.163 1.785
H 0.987 -3.522 -0.875
H -1.312 -4.633 -1.825
H -2.529 -5.959 0.219
H -0.986 -5.680 2.460
*
```



No. 2
Density functional theory data (ωB97M-V/def2-TZVPD) for C7H6ClNO2 in the gas phase at a distorted geometry.

## Properties
energy above the lowest of the compared OMol25 structures with the same formula, charge and spin	0.0	kJ/mol
HOMO level	-0.3168	hartree

Structure (ORCA input):
```
! wB97M-V def2-TZVPD RIJCOSX def2/J DEFGRID3
* xyz 0 1
N -2.230 0.430 -1.583
C -1.320 -0.521 -1.224
O -1.436 -1.662 -1.644
C -0.204 -0.180 -0.251
C -0.011 1.161 0.075
C 0.931 1.498 1.063
Cl 1.133 3.150 1.476
C 1.775 0.537 1.530
C 1.695 -0.789 1.104
C 0.626 -1.141 0.229
O 0.520 -2.429 -0.085
H -2.901 0.054 -2.279
H -2.588 1.148 -0.999
H -0.633 1.925 -0.440
H 2.523 0.855 2.201
H 2.440 -1.509 1.441
H -0.320 -2.528 -0.616
*
```



No. 3
Density functional theory data (ωB97M-V/def2-TZVPD) for 2 unconnected molecules or ions with the total composition C3H3NS at a distorted geometry.

## Properties
energy above the lowest of the compared OMol25 structures with the same formula, charge and spin	521.5	kJ/mol
HOMO level (alpha / beta)	-0.3228 / -0.3235	hartree

Structure (ORCA input):
```
! wB97M-V def2-TZVPD RIJCOSX def2/J DEFGRID3
* xyz 0 1
C -1.325 0.442 -0.791
C -0.288 0.122 -0.042
C 0.869 -0.699 0.140
N -2.257 0.765 -1.424
S -0.514 2.144 1.595
H 1.562 -0.546 -0.694
H 0.570 -1.752 0.142
H 1.383 -0.476 1.074
*
```



No. 4
Density functional theory data (ωB97M-V/def2-TZVPD) for C5H8O2 in the gas phase.

## Properties
energy above the lowest of the compared OMol25 structures with the same formula, charge and spin	254.1	kJ/mol
HOMO level	-0.3784	hartree

Structure (ORCA input):
```
! wB97M-V def2-TZVPD RIJCOSX def2/J DEFGRID3
* xyz 0 1
C -1.265 -2.076 0.077
C -0.727 -1.051 -0.255
C 0.106 0.154 -0.426
C -0.732 1.435 -0.346
O 0.828 0.123 -1.651
C 1.198 0.114 0.700
O 1.260 -1.056 1.474
H -1.677 -3.010 0.383
H -0.085 2.308 -0.480
H -1.240 1.521 0.620
H -1.497 1.453 -1.130
H 0.200 0.105 -2.384
H 1.074 0.996 1.344
H 2.158 0.180 0.186
H 0.397 -1.197 1.887
*
```



No. 5
Density functional theory data (ωB97M-V/def2-TZVPD) for C4H7NO in the gas phase.

## Properties
energy above the lowest of the compared OMol25 structures with the same formula, charge and spin	206.2	kJ/mol
HOMO level	-0.3506	hartree

Structure (ORCA input):
```
! wB97M-V def2-TZVPD RIJCOSX def2/J DEFGRID3
* xyz 0 1
C 1.488 0.978 0.260
C 0.177 0.941 -0.563
N 0.134 -0.440 -1.010
C -0.546 -1.327 -0.411
C -1.679 -1.171 0.557
O -2.177 -2.142 1.079
H 2.210 1.673 -0.171
H 1.949 -0.016 0.225
H 1.316 1.223 1.310
H -0.703 1.285 0.004
H 0.264 1.598 -1.434
H -0.309 -2.370 -0.629
H -2.096 -0.160 0.721
*
```



No. 6
Density functional theory data (ωB97M-V/def2-TZVPD) for a molecular structure, C23H21IN3O6SW at a distorted geometry.

## Properties
energy above the lowest of the compared OMol25 structures with the same formula, charge and spin	226.1	kJ/mol
<S²>	2.0629
HOMO level (alpha / beta)	-0.4057 / -0.4321	hartree

Structure (ORCA input):
```
! wB97M-V def2-TZVPD RIJCOSX def2/J DEFGRID3
* xyz 1 3
W -1.328 -1.527 -0.720
C 1.098 2.041 0.588
C -0.231 1.874 1.265
N -0.726 2.906 1.946
C -1.914 2.761 2.553
C -2.680 1.613 2.527
C -4.016 1.564 3.223
O -4.051 2.597 4.189
C -2.183 0.504 1.801
C -2.944 -0.686 1.705
N -2.409 -1.823 1.030
C -1.434 -2.547 1.590
C -1.027 -2.547 2.957
C 0.053 -3.320 3.243
C 0.755 -4.025 2.206
C 0.389 -3.956 0.870
C -0.711 -3.194 0.538
I -2.552 -3.155 -2.484
C -0.929 0.683 1.179
O -0.389 -0.329 0.406
H 1.520 2.999 0.881
H 0.997 2.016 -0.500
H 1.788 1.243 0.862
H -2.273 3.619 3.104
H -4.166 0.590 3.698
H -4.811 1.694 2.478
H -4.953 2.696 4.505
H -3.952 -0.770 2.076
H -1.582 -2.006 3.711
H 0.404 -3.406 4.263
H 1.639 -4.590 2.477
H 0.986 -4.449 0.113
C 5.706 1.869 -2.083
C 4.401 1.141 -2.234
C 3.632 1.295 -3.388
C 2.448 0.601 -3.550
C 2.023 -0.242 -2.526
C 2.762 -0.413 -1.361
C 3.952 0.278 -1.234
S 0.511 -1.033 -2.779
O 0.426 -2.100 -1.673
O 0.405 -1.443 -4.134
N -0.709 -0.182 -2.213
C -1.738 0.481 -2.987
C -2.944 0.527 -2.075
O -3.897 1.211 -2.206
O -2.837 -0.362 -1.009
H 5.777 2.705 -2.777
H 6.539 1.194 -2.287
H 5.830 2.248 -1.069
H 3.973 1.955 -4.175
H 1.873 0.701 -4.462
H 2.423 -1.075 -0.578
H 4.548 0.149 -0.338
H -2.000 -0.074 -3.892
H -1.470 1.503 -3.249
*
```



No. 7
Density functional theory data (ωB97M-V/def2-TZVPD) for 9 unconnected molecules or ions with the total composition C5H25N3O8 at a distorted geometry.

## Properties
energy above the lowest of the compared OMol25 structures with the same formula, charge and spin	9.9	kJ/mol
HOMO level	-0.3166	hartree

Structure (ORCA input):
```
! wB97M-V def2-TZVPD RIJCOSX def2/J DEFGRID3
* xyz 0 1
N 1.709 1.292 -1.892
C 1.867 1.947 -0.600
C 1.639 0.898 0.585
C 0.308 0.292 0.631
C -1.008 0.836 0.364
N -1.835 -0.390 0.190
C -1.141 -1.465 0.626
N 0.178 -1.014 0.935
H 1.023 0.703 -1.703
H 1.426 1.860 -2.694
H 2.964 2.068 -0.406
H 1.649 2.929 -0.254
H 2.336 0.083 0.521
H 1.777 1.471 1.649
H -1.354 1.836 -0.074
H -1.541 -2.474 0.800
H 0.880 -1.695 1.316
O -0.457 -3.888 -1.848
H -0.845 -4.171 -2.603
H -0.354 -3.023 -1.722
O -4.554 2.199 0.748
H -4.367 1.764 1.498
H -3.816 2.131 0.147
O 1.577 2.001 3.849
H 2.068 2.817 3.735
H 0.667 2.141 4.012
O -4.308 0.515 -1.760
H -4.858 0.889 -1.109
H -3.436 0.680 -1.325
O 2.635 -2.601 0.264
H 2.112 -2.611 -0.503
H 3.083 -3.422 0.514
O 3.370 -1.270 -2.783
H 2.900 -0.427 -2.457
H 3.985 -1.424 -2.043
O -1.159 1.785 -2.947
H -1.702 1.155 -3.226
H -1.110 2.583 -3.391
O 0.871 -1.116 4.098
H 1.356 -0.502 4.715
H 1.009 -0.627 3.353
*
```



No. 8
Density functional theory data (ωB97M-V/def2-TZVPD) for 2 unconnected molecules or ions with the total composition C3H6OS3 at a distorted geometry.

## Properties
energy above the lowest of the compared OMol25 structures with the same formula, charge and spin	280.9	kJ/mol
HOMO level	-0.3278	hartree

Structure (ORCA input):
```
! wB97M-V def2-TZVPD RIJCOSX def2/J DEFGRID3
* xyz 0 1
C 1.887 -0.272 -1.388
C -1.252 -0.198 -0.772
C -1.129 0.821 0.393
O 0.800 1.514 1.922
S 3.351 -0.508 -1.208
S 0.708 -1.340 1.328
S 0.685 0.706 0.755
H -2.131 -0.091 -1.395
H -0.399 -0.335 -1.408
H -1.488 -1.139 -0.420
H -1.683 0.581 1.205
H -1.410 1.690 -0.109
H 2.064 -1.432 1.099
*
```



No. 9
Density functional theory data (ωB97M-V/def2-TZVPD) for C2H5N5 in the gas phase at a distorted geometry.

## Properties
energy above the lowest of the compared OMol25 structures with the same formula, charge and spin	338.1	kJ/mol
HOMO level	-0.3253	hartree

Structure (ORCA input):
```
! wB97M-V def2-TZVPD RIJCOSX def2/J DEFGRID3
* xyz 0 1
H 1.964 0.922 1.142
N 2.060 -0.013 0.816
C 1.115 -0.469 0.054
N 1.012 -1.819 -0.217
N -0.071 -2.040 -0.919
N -0.769 -0.905 -0.957
N 0.026 0.178 -0.439
C -0.819 1.065 0.382
H -1.343 -0.803 -1.769
H -1.451 0.498 1.090
H -1.579 1.680 -0.199
H -0.145 1.707 1.016
*
```



No. 10
Density functional theory data (ωB97M-V/def2-TZVPD) for 3 unconnected molecules or ions with the total composition C4H17N2O2 at a distorted geometry.

## Properties
energy above the lowest of the compared OMol25 structures with the same formula, charge and spin	100.8	kJ/mol
HOMO level	-0.5077	hartree

Structure (ORCA input):
```
! wB97M-V def2-TZVPD RIJCOSX def2/J DEFGRID3
* xyz 1 1
C 2.169 -0.426 -0.026
N 3.007 0.593 -0.728
C 0.754 -0.332 -0.608
N 0.332 1.106 -0.635
C -1.059 -2.210 -0.547
C -0.246 -1.178 0.222
H 2.208 -0.284 1.053
H 2.519 -1.435 -0.248
H 3.499 1.086 0.008
H 3.665 0.130 -1.341
H 0.756 -0.734 -1.617
H 1.018 1.694 -0.164
H 0.317 1.500 -1.577
H -0.594 1.281 -0.249
H -0.365 -2.812 -1.140
H -1.926 -1.900 -1.121
H -1.399 -2.914 0.216
H -0.844 -0.629 0.962
H 0.387 -1.700 0.953
H 0.032 4.556 0.482
H -1.279 3.956 0.142
O -0.350 3.708 0.233
H -4.107 -1.225 2.696
H -4.628 -0.860 1.231
O -3.868 -0.969 1.804
*
```



No. 11
Density functional theory data (ωB97M-V/def2-TZVPD) for 2 unconnected molecules or ions with the total composition CN4O4 at a distorted geometry.

## Properties
energy above the lowest of the compared OMol25 structures with the same formula, charge and spin	84.3	kJ/mol
HOMO level	-0.4243	hartree

Structure (ORCA input):
```
! wB97M-V def2-TZVPD RIJCOSX def2/J DEFGRID3
* xyz 0 1
N 0.243 -0.292 2.850
C 0.771 0.169 1.942
O 1.655 0.472 1.053
N 1.027 1.439 -0.211
O 1.542 1.328 -1.218
O 0.078 2.006 0.062
N -1.736 -0.644 -1.120
N -1.733 -1.751 -1.367
O -1.845 -2.727 -1.990
*
```



No. 12
Density functional theory data (ωB97M-V/def2-TZVPD) for 14 unconnected molecules or ions with the total composition C3H34NO13S at a distorted geometry.

## Properties
energy above the lowest of the compared OMol25 structures with the same formula, charge and spin	212.4	kJ/mol
HOMO level	-0.1626	hartree

Structure (ORCA input):
```
! wB97M-V def2-TZVPD RIJCOSX def2/J DEFGRID3
* xyz -1 1
C -1.568 -1.624 2.758
N -1.361 -0.174 2.675
C -2.609 0.595 2.776
C -2.871 1.672 1.664
S -1.455 2.191 0.689
H -0.799 -2.275 2.339
H -2.391 -1.751 2.046
H -1.848 -2.018 3.740
H -0.711 0.101 3.407
H -3.439 -0.083 2.982
H -2.539 1.187 3.696
H -3.384 2.428 2.251
H -3.638 1.280 0.987
H -2.222 0.081 -0.554
H -3.600 -0.416 -0.938
O -2.671 -0.561 -1.126
H -2.019 -0.962 -3.196
H -1.292 -0.335 -4.362
O -2.128 -0.774 -4.135
H 0.844 -3.053 0.127
H 0.088 -3.971 1.138
O 0.879 -3.443 1.013
H 2.981 -0.021 3.071
H 1.930 -0.938 3.678
O 2.322 -0.064 3.779
H 1.894 -0.149 0.799
H 2.890 -1.312 0.934
O 2.848 -0.354 0.865
H 1.285 -1.381 -2.962
H 2.393 -1.732 -2.032
O 1.663 -2.135 -2.510
H 1.739 2.955 -2.742
H 2.650 2.309 -1.803
O 2.430 2.267 -2.765
H 0.194 -0.066 -0.631
H -0.388 -0.053 0.755
O 0.245 -0.575 0.185
H -1.047 -2.452 -3.866
H 0.002 -3.025 -2.836
O -0.720 -3.249 -3.428
H 3.595 1.149 -0.167
H 3.596 2.591 0.411
O 3.786 2.078 -0.380
H 0.297 1.746 2.202
H 1.577 1.207 2.810
O 1.226 2.002 2.357
H -0.961 3.783 -2.019
H -0.117 2.596 -1.688
O -0.256 3.245 -2.389
H 0.285 0.861 -2.934
H 1.656 0.455 -3.246
O 0.740 0.165 -3.427
*
```